[1]
This record from OMol25 describes a structure of composition C10H18O16PbS2 in a non-equilibrium geometry. The level of theory is ωB97M-V/def2-TZVPD.

Results
Energy relative to the best compared isomer or geometry (same formula, charge and spin) in kcal/mol: 0.00
Charge: -4

Each line ends with the Mulliken charge.
Cartesian coordinates (Å):
Pb  -2.554  -0.943  -1.889  0.87
C  -2.331  -3.484  3.184  -0.71
O  -3.148  -2.803  2.330  -0.81
H  -2.619  -3.440  4.235  0.20
H  -1.978  -4.509  3.071  0.20
H  -1.444  -2.857  3.272  0.16
C  -0.081  -6.053  -1.624  -0.67
O  -1.124  -5.245  -2.147  -0.80
H  0.181  -6.811  -2.363  0.18
H  0.871  -5.546  -1.466  0.17
H  -0.258  -6.685  -0.753  0.18
S  -4.373  -1.918  -7.045  1.17
O  -4.984  -3.082  -6.463  -0.63
O  -5.562  -1.182  -7.561  -0.70
O  -3.803  -1.122  -6.007  -0.62
O  -3.501  -2.311  -8.114  -0.74
S  -7.517  -0.861  -2.059  1.21
O  -6.638  0.299  -2.032  -0.71
O  -8.529  -0.907  -3.168  -0.69
O  -6.698  -2.067  -2.055  -0.57
O  -8.122  -1.067  -0.712  -0.67
C  0.613  4.388  5.231  -1.57
C  -0.508  3.525  4.860  0.59
C  -1.713  4.367  4.752  -0.41
O  -2.166  4.167  3.436  -0.34
C  -1.213  3.504  2.686  0.67
O  -1.313  3.044  1.553  -0.51
O  -0.308  3.118  3.531  -0.35
H  1.628  4.014  5.362  0.35
H  0.374  4.740  6.234  0.40
H  0.798  5.258  4.601  0.34
H  -0.499  2.663  5.528  0.26
H  -1.508  5.380  5.099  0.28
H  -2.485  3.927  5.384  0.29
C  7.634  0.598  -2.324  -1.47
C  6.719  0.412  -1.153  0.40
C  6.174  1.695  -0.610  -0.38
O  4.710  1.641  -0.773  -0.30
C  4.447  0.479  -1.473  0.60
O  3.350  0.181  -1.892  -0.49
O  5.564  -0.220  -1.690  -0.36
H  8.636  0.834  -1.964  0.37
H  7.313  1.287  -3.106  0.35
H  7.728  -0.314  -2.913  0.38
H  7.072  -0.300  -0.407  0.33
H  6.652  2.586  -1.015  0.29
H  6.512  1.620  0.424  0.26

Forces on atoms 1 to 2 (eV/Å):
-0.9144 -0.8859 -0.1778
-0.1525 2.5339 -0.4672


[2]
This record from OMol25 describes the ion C5H11N2O2 with charge +1 in a non-equilibrium geometry. The level of theory is ωB97M-V/def2-TZVPD.

Results
Energy relative to the best compared isomer or geometry (same formula, charge and spin) in kcal/mol: 79.09
Charge: +1

Each line ends with the Mulliken charge.
Cartesian coordinates (Å):
C  1.324  -0.531  0.185  0.64
C  -0.435  1.204  -0.379  -0.58
C  -0.081  -0.049  0.379  0.80
C  -0.149  0.418  1.877  -1.44
C  -1.001  -1.362  0.311  -1.26
N  2.040  0.104  -0.593  0.15
N  0.388  1.729  -1.129  -0.47
O  1.803  -1.471  0.971  -0.53
O  3.431  0.021  -0.734  -0.39
H  -1.302  1.742  0.146  0.37
H  0.497  -0.001  2.586  0.41
H  -1.162  0.229  2.210  0.38
H  0.116  1.488  1.751  0.48
H  -0.937  -1.644  -0.751  0.41
H  -2.066  -1.281  0.573  0.40
H  -0.661  -2.138  0.994  0.37
H  1.630  0.832  -1.150  0.24
H  1.092  -1.762  1.609  0.38
H  0.226  2.653  -1.678  0.26
H  3.805  -0.392  0.049  0.36

Forces on atoms 1 to 2 (eV/Å):
-1.9893 -1.1409 2.3231
-2.2003 0.4244 2.5156


[3]
This record from OMol25 describes a structure of composition C28H17BrClN6O9W in a non-equilibrium geometry. The level of theory is ωB97M-V/def2-TZVPD.

Results
Energy relative to the best compared isomer or geometry (same formula, charge and spin) in kcal/mol: 15.68
Charge: +3

Each line ends with the Mulliken charge.
Cartesian coordinates (Å):
W  -0.565  0.399  0.789  0.16
Cl  0.459  0.404  8.042  -0.11
C  0.043  0.631  6.399  -0.01
C  -1.194  1.188  6.065  -0.63
C  -1.549  1.402  4.738  -0.79
C  -0.664  1.020  3.753  0.04
O  -0.892  1.317  2.449  0.05
C  0.583  0.437  4.060  0.85
C  1.505  0.047  3.049  0.60
N  1.308  -0.012  1.760  0.35
C  2.354  -0.470  0.892  0.72
C  3.475  -1.165  1.267  -0.86
C  4.438  -1.522  0.301  -1.12
C  4.269  -1.190  -1.015  -0.89
C  3.107  -0.497  -1.428  0.79
C  2.847  -0.127  -2.764  -0.67
C  1.687  0.540  -3.074  -1.14
C  0.768  0.816  -2.062  -0.16
N  0.984  0.488  -0.791  0.42
C  2.147  -0.152  -0.458  0.21
C  0.934  0.262  5.407  -1.23
H  -1.873  1.471  6.859  0.48
H  -2.496  1.856  4.478  0.52
H  2.495  -0.226  3.405  0.52
H  3.643  -1.469  2.291  0.50
H  5.317  -2.065  0.617  0.45
H  5.012  -1.464  -1.753  0.51
H  3.568  -0.370  -3.535  0.54
H  1.462  0.848  -4.085  0.51
H  -0.163  1.321  -2.285  0.59
H  1.887  -0.172  5.683  0.52
O  -0.148  6.565  -0.333  -0.46
C  -0.124  5.276  -0.102  0.81
C  1.046  4.519  0.094  -0.70
C  0.938  3.172  0.292  -0.53
N  -0.252  2.523  0.317  0.21
C  -1.360  3.279  0.194  0.33
Br  -2.964  2.322  0.429  0.09
C  -1.366  4.623  -0.033  -0.44
H  0.728  6.979  -0.360  0.35
H  2.023  4.985  0.086  0.40
H  1.823  2.565  0.425  0.48
H  -2.285  5.182  -0.139  0.54
O  -1.877  -1.585  2.716  -0.27
N  -1.415  -0.912  1.947  0.63
O  -0.440  -1.500  -0.144  -0.77
C  -1.337  -1.194  -1.030  0.83
O  -1.744  0.018  -0.890  -0.49
C  -1.788  -2.095  -2.052  0.48
C  -2.851  -1.718  -2.881  -0.47
C  -3.261  -2.607  -3.846  -0.45
C  -2.657  -3.840  -4.031  -0.29
C  -1.595  -4.166  -3.202  -0.46
C  -1.148  -3.330  -2.208  -0.48
N  -0.899  -5.466  -3.393  1.05
O  -1.389  -6.230  -4.181  -0.55
O  0.112  -5.626  -2.744  -0.59
N  -4.393  -2.216  -4.728  1.06
O  -4.823  -1.094  -4.573  -0.59
O  -4.769  -3.040  -5.519  -0.55
H  -3.359  -0.768  -2.784  0.74
H  -3.002  -4.524  -4.797  0.65
H  -0.321  -3.640  -1.584  0.72

Forces on atoms 1 to 2 (eV/Å):
0.7552 1.1687 0.2843
-0.0433 0.0206 -0.0981


[4]
This record from OMol25 describes a cluster of 2 separate species, C5H11NO in total in a non-equilibrium geometry. The level of theory is ωB97M-V/def2-TZVPD.

Results
Energy relative to the best compared isomer or geometry (same formula, charge and spin) in kcal/mol: 83.05

Each line ends with the Mulliken charge.
Cartesian coordinates (Å):
C  -5.717  0.334  0.367  -0.45
C  -5.096  -0.544  -0.344  -0.48
C  4.215  1.053  0.006  -0.69
C  3.447  -0.319  -0.127  0.58
C  1.124  -0.795  0.110  -0.77
H  -6.697  0.586  0.180  0.29
H  -5.038  0.860  1.082  0.18
H  -5.647  -1.174  -1.004  0.25
H  -4.082  -0.748  -0.149  0.22
H  3.485  1.873  -0.173  0.21
H  5.040  1.041  -0.856  0.23
H  4.798  1.031  1.028  0.23
H  1.883  1.128  -0.343  0.27
H  1.554  -1.927  -0.097  0.28
H  0.592  -0.463  1.055  0.28
H  0.211  -0.588  -0.740  0.22
N  2.124  0.089  -0.294  -0.21
O  3.804  -1.436  0.298  -0.62

Forces on atoms 1 to 2 (eV/Å):
2.4881 1.6353 1.7835
-0.1831 -1.5913 -0.7170